Computed, not measured: a structure of composition C16H14BrF3NOPbTe, with ωB97M-V/def2-TZVPD.

Geometry as XYZ:
```
38
Properties=species:S:1:pos:R:3
Pb -0.7974 1.5226 0.0405
O -4.1514 -1.7049 4.4971
C -3.4260 -0.9458 3.7008
C -2.6443 0.1351 4.1306
C -1.9328 0.8484 3.2003
N -1.9542 0.5546 1.8860
C -2.7056 -0.4824 1.5040
Br -2.6507 -0.8221 -0.3696
C -3.4548 -1.2635 2.3329
H -4.0916 -1.4497 5.4294
H -2.5934 0.4101 5.1755
H -1.3184 1.6874 3.5009
H -4.0457 -2.0944 1.9752
F -7.1696 7.9519 -3.2777
C -7.4029 7.5727 -2.0214
F -8.6006 6.9913 -1.9614
F -7.3975 8.6412 -1.2355
C -6.3411 6.5638 -1.6020
C -6.2350 5.3805 -2.3635
C -5.3002 4.4498 -2.0268
C -4.4407 4.6883 -0.9073
C -4.5689 5.8957 -0.1477
C -5.5116 6.8191 -0.4980
C -3.4759 3.7544 -0.5631
C -2.6056 2.9306 -0.2722
H -6.8971 5.2275 -3.2055
H -5.1912 3.5333 -2.5893
H -3.9111 6.0585 0.6946
H -5.6270 7.7388 0.0581
C 12.2499 -0.6476 -3.0950
Te 10.4395 -1.7182 -2.9947
C 11.3147 -3.6172 -2.7412
H 12.7875 -0.8019 -2.1604
H 12.0196 0.4036 -3.2420
H 12.8266 -1.0404 -3.9311
H 12.0621 -3.7541 -3.5207
H 10.5325 -4.3674 -2.8134
H 11.7849 -3.6428 -1.7588
```

- orbital gap (alpha / beta) (eV) = 6.18 / 7.47
- HOMO level (alpha / beta) (eV) = -17.222 / -17.161
- relative energy (zero: lowest compared OMol25 entry of this formula, charge and spin) (kcal/mol) = 0.0
- LUMO energy (alpha / beta) (eV) = -11.04 / -9.69
- molar mass (g mol⁻¹) = 707.99
- calculated total energy (eV) = -111063.7243
- total charge = +3
- spin multiplicity = 1